112
Properties=species:S:1:pos:R:3:forces:R:3 method="wB97M-V/def2-TZVPD" e_tot_ev=-96406.2315 lumo_ev="-0.896 / -0.889" max_force_ev_per_a=5.053 multiplicity=7 gap_ev="6.00 / 5.95" molar_mass_da=1031.275
Eu -0.578498 -0.777108 1.531227 0.55 0.28 -0.55
C -0.462098 -6.637652 -5.347282 1.69 0.55 0.15
O 0.133550 -5.439078 -4.710250 0.04 -1.35 -1.01
C -0.583543 -4.743872 -3.820751 -0.80 0.48 -0.80
C -1.959902 -4.563957 -3.933350 0.05 -0.35 0.11
C -2.667498 -3.938933 -2.916318 2.31 -0.45 -0.08
C -1.971277 -3.414815 -1.823746 0.96 -0.34 -0.28
C -2.530046 -2.790791 -0.662513 -3.64 0.78 0.24
C -3.940446 -3.097690 -0.183027 -0.55 -1.35 -0.69
O -2.028346 -1.871351 -0.063495 1.84 0.92 0.90
C -0.572154 -3.495290 -1.842787 0.84 0.99 2.11
O 0.210994 -3.033097 -0.725458 -0.60 -0.98 -1.02
C 0.112941 -4.082653 -2.838708 1.84 -1.03 -0.60
H 0.430859 -7.163990 -5.805478 -1.16 0.65 0.55
H -1.166931 -6.371973 -6.143958 0.06 -0.04 0.35
H -0.889525 -7.267059 -4.560372 -0.15 0.13 -0.28
H -2.422426 -4.943015 -4.834293 -0.38 -0.04 0.20
H -3.690236 -3.902367 -3.041569 -2.08 0.39 0.17
H -3.894293 -3.936803 0.510454 0.14 -0.31 -0.05
H -4.626219 -3.403169 -0.987691 0.34 -0.04 0.10
H -4.445127 -2.320065 0.371601 0.49 0.66 -0.03
H 1.207051 -4.218849 -2.834806 -0.68 0.26 0.29
N -1.249804 -0.961479 4.230326 0.22 0.08 -0.02
C -0.637370 -1.999206 5.053960 0.01 -1.77 0.04
C 0.714709 -1.619255 5.691746 -0.13 0.25 0.32
C 1.441336 -0.368286 5.203332 -0.36 -0.20 -2.26
C 2.283717 -0.529421 3.917355 -1.33 -1.74 -1.13
N 1.619855 0.077645 2.712994 -1.03 -1.07 1.67
H -1.108236 -0.051823 4.636465 -0.39 0.28 0.21
H -2.237953 -1.148557 4.158977 -0.28 0.35 -0.14
H -0.436365 -2.772596 4.311225 0.18 -0.35 0.26
H -1.328435 -2.536841 5.802030 0.80 1.29 -0.80
H 1.421483 -2.416600 5.459552 -0.12 -0.25 0.28
H 0.655543 -1.564205 6.793214 -0.24 -0.03 -0.45
H 2.144280 -0.095451 5.923663 0.94 0.49 1.50
H 0.896412 0.538431 4.945608 -0.77 0.05 0.71
H 2.443787 -1.621220 3.662829 0.02 1.18 0.35
H 3.197746 -0.058608 4.144441 1.43 0.51 -0.26
H 2.137680 0.028723 1.876484 1.19 -0.31 -1.08
H 1.483057 1.055697 2.838187 -0.11 1.09 0.29
C -1.426796 2.698544 3.859982 -1.68 0.20 -0.67
C -0.907665 3.386369 2.564850 -0.31 -0.09 -0.21
C -1.647339 4.741267 2.382609 0.16 -0.83 0.25
C 0.594839 3.481810 2.516153 1.06 -0.24 0.20
C 1.298195 3.842650 3.659122 -1.14 0.65 1.64
C 2.653281 4.024709 3.670320 0.41 -0.48 0.72
C 3.416012 3.726029 2.579118 2.03 0.29 -0.55
C 2.820143 3.298433 1.417732 -0.43 -0.73 -1.53
C 3.603773 2.896688 0.123815 0.11 -0.16 0.83
C 4.528996 1.706053 0.371618 -0.07 -0.01 -0.40
C 4.458961 4.020979 -0.469699 -2.73 0.20 -4.25
C 1.418559 3.145961 1.409440 -0.89 0.27 -0.81
N 0.816013 2.694115 0.182579 0.07 0.12 0.34
B 0.221914 1.391957 -0.130309 0.00 -0.94 1.30
N -0.018935 1.486971 -1.532764 0.40 0.90 -1.43
C 0.458444 2.738563 -2.031398 -0.51 0.05 1.10
C 0.943299 3.451893 -0.978666 0.05 0.92 -0.43
C -0.766951 0.620283 -2.406347 0.55 0.26 0.38
C -0.084636 -0.201995 -3.352758 -1.21 0.37 1.28
C -0.891467 -0.942000 -4.177583 0.17 -1.08 -0.22
C -2.266580 -0.980441 -4.072178 -0.23 0.87 -0.94
C -2.920401 -0.134319 -3.213329 0.94 0.86 1.91
C -2.173596 0.673730 -2.295386 -0.01 0.20 -1.15
C -2.832213 1.745603 -1.393325 -0.07 0.06 0.85
C -3.269324 3.034208 -2.146316 0.05 -1.34 -0.23
C -4.062259 1.236341 -0.633951 -1.59 -0.90 -0.71
C 1.389320 -0.401038 -3.576518 0.14 0.12 1.01
C 2.303012 -0.275238 -2.348020 0.05 -0.30 -1.02
C 1.851076 0.536861 -4.641074 1.57 -0.11 -1.48
H -2.550073 2.501771 3.676923 1.66 0.29 0.54
H -1.303424 3.255694 4.826073 0.00 -0.35 -1.01
H -0.960026 1.723355 3.921698 0.16 -0.17 0.26
H -1.162669 2.727135 1.719181 -0.27 0.18 0.31
H -1.419460 5.393819 3.236309 -0.26 -0.07 -0.18
H -2.719034 4.485401 2.335073 0.30 0.44 0.16
H -1.379675 5.258355 1.466753 0.15 -0.02 -0.15
H 0.796419 4.027993 4.652765 0.20 -0.17 -1.38
H 3.140607 4.257794 4.594857 0.17 0.34 0.37
H 4.529998 3.832135 2.640763 -1.09 -0.11 -0.13
H 2.891509 2.521836 -0.606373 0.06 0.49 0.01
H 5.094614 1.885876 1.255588 0.33 -0.25 1.13
H 5.303283 1.720628 -0.398851 -0.27 -0.49 -0.29
H 3.987879 0.739323 0.395154 0.43 0.48 0.08
H 5.250240 4.292799 0.142358 1.53 0.68 1.12
H 3.816300 4.943355 -0.800658 1.18 -1.47 1.02
H 4.850948 3.639896 -1.520706 -0.43 0.68 2.20
H 0.233086 3.112275 -3.017593 0.18 -0.24 -0.13
H 1.392427 4.484829 -0.940049 -0.67 -1.36 -0.22
H -0.375718 -1.614683 -4.860044 -0.29 0.05 -0.18
H -2.823291 -1.494710 -4.835308 -0.23 -0.48 0.04
H -3.985561 -0.098433 -3.151548 -0.62 -0.02 -0.14
H -2.125080 2.063101 -0.617207 0.13 -0.27 -0.38
H -4.109577 2.732920 -2.795334 0.50 0.30 -0.30
H -2.415199 3.455488 -2.699362 -0.58 0.13 0.15
H -3.722628 3.710393 -1.426780 0.35 0.36 0.09
H -4.919637 1.289752 -1.371069 0.52 -0.24 0.83
H -4.397170 1.794821 0.260305 0.59 0.19 -0.54
H -4.004655 0.187770 -0.281356 0.30 0.49 -0.31
H 1.459080 -1.418479 -3.988147 0.21 0.17 0.19
H 3.325926 -0.508991 -2.589179 0.48 -0.64 -0.55
H 2.019533 -0.934987 -1.551653 -0.36 0.05 0.68
H 2.408964 0.756807 -2.108282 -0.48 0.82 0.87
H 1.792228 1.603597 -4.453817 -0.20 0.10 0.52
H 1.326127 0.350629 -5.575220 -0.13 0.02 -0.14
H 2.923461 0.306850 -4.837115 -0.51 0.28 -0.04
F 2.398339 -3.949820 0.616163 -0.55 -0.58 0.00
Te 0.543615 -4.283979 0.757712 1.25 -1.07 -0.21
F -1.251635 -4.717759 0.595593 -0.65 -0.46 0.52
F 0.798464 -5.713397 -0.505711 0.03 1.02 1.00
F -2.367858 0.109053 1.771817 -0.75 0.46 0.58
F 0.719694 -5.709030 2.111315 -0.07 1.87 -1.63
O 0.373686 -2.909540 1.917425 -0.35 -0.26 0.24

116
Properties=species:S:1:pos:R:3:forces:R:3 method="wB97M-V/def2-TZVPD" e_tot_ev=-133040.8980 lumo_ev="-5.026 / -4.565" max_force_ev_per_a=1.000 multiplicity=2 de_lowest_kcal_mol=3.1 gap_ev="6.78 / 7.19" molar_mass_da=915.991 charge=+2
V 1.502041 -0.802151 0.838539 -0.98 0.07 0.18
C -1.298124 -2.581057 -3.386932 -0.01 -0.01 0.00
C -1.053260 -1.170558 -2.963983 -0.02 0.05 0.01
C -1.222507 -0.098783 -3.791432 0.00 0.01 0.00
C -0.987763 1.223695 -3.337663 -0.01 0.01 -0.04
N -0.611191 1.449838 -2.105114 0.04 -0.04 -0.04
N -0.437685 0.400081 -1.304722 0.02 0.05 0.15
B -0.164267 0.604412 0.200337 0.19 0.15 -0.21
N 0.166919 2.083421 0.535542 -0.09 -0.09 0.01
N -0.881543 2.909687 0.445758 0.03 -0.01 0.03
C -0.704865 4.182037 0.675777 0.02 0.03 -0.03
C 0.584179 4.685278 0.977269 -0.01 0.02 -0.05
C 1.651623 3.846244 1.084822 -0.06 0.01 0.01
C 3.023241 4.328110 1.428489 0.00 0.01 0.02
C 1.396990 2.458970 0.885426 0.20 0.01 0.06
S 2.636639 1.294988 1.120190 0.01 0.12 -0.10
C -1.958779 5.045730 0.608188 0.00 -0.02 0.04
C -1.643701 6.524874 0.824281 -0.02 0.02 0.00
C -2.613839 4.859887 -0.764062 0.00 0.00 0.01
C -2.917972 4.561770 1.705109 -0.03 -0.01 -0.01
N -1.480036 0.238134 0.963400 0.01 -0.01 -0.07
N -2.626644 0.381929 0.318963 -0.01 -0.02 0.06
C -3.737867 0.082105 0.950833 0.01 0.02 -0.03
C -3.705063 -0.353829 2.291888 -0.03 -0.02 0.01
C -2.515065 -0.510754 2.950808 -0.02 0.01 -0.02
C -2.413284 -0.994019 4.360074 0.00 0.00 0.00
C -1.353584 -0.217840 2.204326 0.12 -0.02 0.07
S 0.266114 -0.402762 2.799010 -0.11 0.00 -0.01
C -5.010882 0.235652 0.128701 0.01 0.00 0.01
C -6.252464 -0.146771 0.931593 -0.03 -0.01 0.00
C -5.123214 1.695653 -0.326672 -0.01 0.02 -0.01
C -4.896816 -0.675561 -1.101522 0.00 -0.01 -0.01
C -0.610329 -0.877289 -1.647713 -0.07 -0.17 0.00
S -0.252410 -2.067049 -0.458463 0.18 0.18 -0.09
C -1.237605 2.445170 -4.212762 0.03 -0.01 0.01
C -1.058151 2.115967 -5.696927 0.02 0.01 -0.02
C -2.686753 2.889571 -3.962843 -0.02 -0.03 0.02
C -0.276760 3.574505 -3.831787 -0.01 0.02 0.02
H -1.435835 -2.643559 -4.464309 -0.01 -0.01 0.00
H -2.193409 -2.972534 -2.898725 0.01 0.01 0.02
H -0.469497 -3.222383 -3.085222 0.02 0.00 -0.02
H -1.532199 -0.262574 -4.814344 -0.02 0.00 0.00
H 0.722584 5.746695 1.127657 0.01 0.00 0.02
H 3.069606 5.413720 1.374999 0.00 0.00 0.01
H 3.767617 3.903499 0.754968 -0.01 0.00 -0.02
H 3.292622 4.015800 2.439467 0.00 -0.03 -0.01
H -0.941916 6.907284 0.080198 0.00 -0.01 -0.01
H -1.241383 6.720336 1.820275 0.01 -0.01 0.00
H -2.563469 7.101757 0.727095 0.00 0.00 0.01
H -1.979086 5.253125 -1.561388 0.00 -0.01 0.00
H -3.565268 5.392770 -0.794354 0.00 0.01 -0.01
H -2.798724 3.804347 -0.959064 0.00 0.02 0.06
H -2.480812 4.690060 2.697510 0.00 0.00 0.00
H -3.161136 3.507156 1.565942 0.01 0.01 -0.01
H -3.843169 5.138471 1.665993 0.00 0.01 0.01
H -4.629749 -0.588715 2.800335 0.00 0.01 0.01
H -3.397415 -1.221522 4.763351 0.00 0.00 0.00
H -1.941054 -0.238902 4.990859 0.01 0.00 -0.01
H -1.789296 -1.887510 4.411625 0.00 0.00 0.00
H -6.380660 0.482674 1.814494 0.01 0.01 0.00
H -6.231366 -1.192299 1.246310 0.01 0.00 0.00
H -7.136333 -0.012193 0.308269 0.00 -0.01 0.00
H -5.233659 2.370662 0.524850 0.01 -0.01 0.00
H -5.997815 1.814387 -0.967751 -0.01 0.00 0.01
H -4.237734 1.990875 -0.889566 0.01 0.00 -0.01
H -4.790087 -1.722461 -0.809025 0.00 0.00 0.00
H -4.035748 -0.396635 -1.710641 0.01 0.01 0.00
H -5.796492 -0.583579 -1.711269 0.00 0.00 0.00
H -1.827649 1.439886 -6.071697 0.00 0.00 0.01
H -0.078383 1.678059 -5.900393 0.00 0.00 0.01
H -1.134763 3.035351 -6.277684 -0.01 0.00 0.00
H -3.393075 2.103736 -4.240243 0.00 0.00 0.00
H -2.912597 3.772574 -4.562318 -0.01 0.00 0.00
H -2.841893 3.135006 -2.911614 0.01 -0.02 -0.08
H 0.755079 3.307423 -4.070747 0.00 -0.01 0.02
H -0.334870 3.807947 -2.769580 -0.01 0.00 -0.01
H -0.530641 4.471589 -4.397599 0.01 -0.01 -0.02
N 0.432171 -8.502613 -0.486056 -0.02 0.00 -0.02
C 1.036414 -7.378160 -0.010226 -0.02 0.00 0.02
C 2.384886 -7.114627 -0.296662 0.00 0.00 0.00
C 2.986357 -5.964557 0.163308 0.03 0.01 -0.02
C 2.252495 -5.056760 0.921977 -0.11 -0.08 -0.01
C 0.910586 -5.299812 1.211744 0.01 0.01 0.02
C 0.309193 -6.448413 0.753420 0.02 -0.02 -0.02
S 2.985102 -3.580718 1.443663 0.08 0.02 -0.24
O 4.416367 -3.756337 1.480980 0.01 0.02 -0.01
O 2.324741 -3.099313 2.642563 0.03 -0.05 0.04
N 2.551379 -2.445307 0.362172 0.56 0.07 0.21
C 3.180229 -1.972206 -0.755154 -0.09 -0.35 0.04
N 2.557363 -0.827706 -1.111577 0.22 0.00 0.12
C 3.049812 -0.160249 -2.149055 -0.16 -0.01 -0.03
C 4.125743 -0.655407 -2.860026 -0.02 -0.01 -0.02
C 4.679737 -1.847990 -2.410565 0.00 -0.03 0.04
N 4.228519 -2.518259 -1.350291 -0.05 0.05 -0.16
H 0.986526 -9.236695 -0.888217 0.01 0.00 0.01
H -0.471914 -8.766519 -0.138637 0.00 0.00 0.01
H 2.954018 -7.825360 -0.882266 0.00 0.00 0.00
H 4.025648 -5.764026 -0.059558 0.00 0.01 0.01
H 0.350064 -4.593128 1.810571 0.01 0.01 0.00
H -0.730102 -6.645730 0.983995 0.00 0.00 0.00
H 2.563075 0.774872 -2.403762 0.02 0.02 0.02
H 4.523258 -0.136033 -3.718125 0.01 0.00 0.01
H 5.532430 -2.283125 -2.919090 0.00 -0.01 0.00
N 7.066879 -2.741546 4.997129 0.02 0.01 0.02
C 5.945793 -2.592230 3.981088 0.07 -0.06 0.07
C 5.739692 -1.124834 3.611587 -0.01 -0.03 -0.05
N 4.671926 -0.979715 2.640734 0.09 0.02 0.15
H 7.186447 -3.714531 5.284399 -0.01 0.00 -0.01
H 6.880708 -2.189749 5.837071 -0.01 0.00 -0.01
H 7.957538 -2.421213 4.611889 -0.01 0.01 -0.01
H 5.055932 -3.026661 4.434126 -0.02 0.02 -0.01
H 6.218053 -3.197220 3.118681 -0.02 0.01 -0.01
H 6.663408 -0.712039 3.195752 0.00 0.00 0.00
H 5.500826 -0.541823 4.506019 -0.02 -0.01 0.00
H 3.825238 -1.385103 3.032384 -0.03 0.03 -0.07
H 4.897837 -1.548762 1.830608 -0.05 0.03 -0.03